ORCA calculation (wB97M-V/def2-TZVPD) on a 11-piece molecular cluster, C37H64F3N4O19S overall in a non-equilibrium geometry.

DFT total energy ... -3794.8490 Eh
Max |F| ... 3.473 eV Å⁻¹
Orbital gap ... 9.012 eV
Net charge ... -1

```
128
C37H64F3N4O19S (wB97M-V/def2-TZVPD)
C -1.242 -0.213 0.235
F -0.764 -1.405 0.624
F -2.073 -0.332 -0.786
F -1.898 0.241 1.298
S 0.238 0.842 -0.283
O 1.402 0.144 0.250
O 0.178 0.735 -1.737
O -0.021 2.196 0.198
C -0.534 3.252 3.521
C -0.754 4.619 2.927
O -0.816 5.621 3.625
N -0.834 4.658 1.562
C -1.039 5.903 0.895
H -1.332 3.078 4.241
H 0.424 3.276 4.042
H -0.507 2.472 2.766
H -0.589 3.777 1.123
H -0.496 6.725 1.365
H -2.070 6.270 0.829
H -0.720 5.859 -0.147
C -1.909 -1.061 -3.642
C -3.028 -1.992 -3.200
O -2.644 -2.988 -2.571
N -4.268 -1.812 -3.655
C -5.321 -2.759 -3.358
H -1.080 -1.714 -3.915
H -1.426 -0.556 -2.813
H -2.249 -0.400 -4.442
H -4.358 -1.180 -4.431
H -5.927 -2.418 -2.521
H -5.039 -3.793 -3.155
H -5.912 -2.949 -4.258
C 2.429 -5.911 -3.052
C 2.152 -4.431 -3.048
O 2.047 -3.805 -4.095
N 1.980 -3.858 -1.843
C 1.400 -2.530 -1.665
H 1.655 -6.549 -3.469
H 2.601 -6.232 -2.013
H 3.386 -6.243 -3.460
H 2.062 -4.468 -1.051
H 0.332 -2.590 -1.886
H 1.856 -1.688 -2.173
H 1.551 -2.335 -0.603
C -1.834 4.505 -3.393
C -0.436 5.020 -3.012
O 0.025 5.991 -3.589
N 0.146 4.300 -2.043
C 1.519 4.501 -1.641
H -1.754 3.426 -3.561
H -2.137 4.971 -4.326
H -2.619 4.652 -2.651
H -0.415 3.536 -1.701
H 1.920 3.658 -1.081
H 1.600 5.423 -1.068
H 2.168 4.508 -2.520
O -5.451 -1.326 1.941
C -4.669 -2.216 1.787
O -4.223 -2.903 2.878
C -3.589 -4.159 2.518
C -3.521 -4.152 0.972
C -4.089 -2.818 0.554
H -4.194 -4.954 2.942
H -2.586 -4.092 2.933
H -4.016 -5.054 0.615
H -2.483 -4.215 0.648
H -4.871 -2.912 -0.197
H -3.310 -2.163 0.169
O 3.207 -2.618 5.568
C 2.265 -2.527 4.825
O 2.304 -1.752 3.737
C 1.103 -2.006 2.952
C 0.398 -3.220 3.566
C 0.910 -3.111 5.016
H 1.424 -2.290 1.951
H 0.464 -1.131 2.962
H 0.671 -4.242 3.297
H -0.684 -3.101 3.550
H 0.929 -4.024 5.607
H 0.251 -2.442 5.579
O 6.606 1.670 -0.368
C 5.698 1.462 -1.116
O 5.475 0.266 -1.714
C 4.335 0.336 -2.588
C 3.845 1.756 -2.586
C 4.675 2.477 -1.517
H 3.584 -0.178 -1.974
H 4.433 -0.163 -3.546
H 2.781 1.802 -2.343
H 3.858 2.314 -3.528
H 4.017 2.806 -0.712
H 5.124 3.406 -1.865
O -0.819 -1.307 -7.279
C 0.012 -0.797 -6.588
O 0.118 0.551 -6.460
C 0.976 0.911 -5.366
C 1.691 -0.395 -4.930
C 1.054 -1.482 -5.750
H 0.412 1.266 -4.500
H 1.669 1.689 -5.674
H 1.569 -0.647 -3.880
H 2.739 -0.113 -5.065
H 0.733 -2.195 -4.993
H 1.695 -2.095 -6.385
O -1.209 -0.301 4.339
C -2.327 -0.108 4.713
O -2.681 -0.332 5.999
C -4.087 -0.160 6.194
C -4.646 0.404 4.860
C -3.413 0.701 4.001
H -4.238 0.568 6.985
H -4.573 -1.124 6.324
H -5.312 1.256 4.987
H -5.267 -0.363 4.397
H -3.245 1.772 3.970
H -3.471 0.221 3.028
O 3.531 2.041 5.822
C 3.622 1.899 4.630
O 2.809 2.545 3.777
C 3.139 2.300 2.366
C 4.456 1.538 2.461
C 4.497 0.940 3.873
H 3.107 3.252 1.842
H 2.298 1.677 2.061
H 5.322 2.050 2.042
H 4.457 0.633 1.838
H 5.502 0.840 4.286
H 4.184 -0.102 3.919
```


ORCA calculation (wB97M-V/def2-TZVPD) on a 14-piece molecular cluster, H27O14 overall in a non-equilibrium geometry.

ΔE to the lowest compared entry with this formula, charge and spin ... 275.1 kJ/mol
DFT total energy ... -1069.5822 Eh
Max |F| ... 3.369 eV Å⁻¹
Orbital gap ... 8.619 eV
Net charge ... -1

```
41
H27O14 (wB97M-V/def2-TZVPD)
O -0.820 -0.888 1.198
H -1.461 -0.361 2.377
O -1.760 1.740 1.201
H -1.371 0.849 1.028
H 0.411 2.183 0.923
O 2.975 1.950 3.146
H 0.946 2.172 -0.533
H -4.506 -2.323 0.797
O -4.722 -2.057 -0.084
H 0.614 -0.502 3.345
H -4.197 -1.399 -0.535
O 1.270 0.131 3.032
H -0.144 -0.078 -0.686
H -3.325 1.846 -1.316
O -2.393 2.061 -1.283
H -2.809 -0.837 3.134
H 2.412 3.897 1.565
O -0.398 0.333 -1.531
H 0.753 -4.716 -2.486
H -2.134 2.075 -0.322
O 1.201 2.120 0.358
H 2.626 2.064 2.252
H 1.756 -2.113 -1.857
O 1.597 -4.396 -2.191
H 1.938 -4.083 -3.026
H 2.644 1.012 3.209
O 0.016 -2.389 -2.621
H -0.240 -1.831 -3.328
H -0.354 -1.998 -1.821
O 3.252 4.252 1.288
H -1.194 0.830 -1.217
H 3.006 -2.624 -1.312
O -2.314 -0.060 2.875
H 0.078 0.352 -3.387
H 3.940 3.600 1.441
O 2.412 -1.881 -1.162
H 1.131 0.032 2.071
H -1.303 -1.700 1.212
O 0.808 0.087 -3.959
H -1.933 2.025 2.069
H 1.590 0.628 -3.867
```


ORCA calculation (wB97M-V/def2-TZVPD) on a 2-piece molecular cluster, C6H15N3 overall.

ΔE to the lowest compared entry with this formula, charge and spin ... 52.0 kJ/mol
DFT total energy ... -401.8675 Eh
Max |F| ... 0.771 eV Å⁻¹
Orbital gap ... 9.437 eV
Net charge ... 0

```
24
C6H15N3 (wB97M-V/def2-TZVPD)
C 0.723 -1.398 -0.366
C 1.430 -2.722 -0.715
C 0.292 -1.388 1.105
N -0.443 -1.117 -1.199
C 1.670 -0.312 -0.588
N 2.416 0.531 -0.782
H -0.209 -1.147 -2.185
H -1.181 -1.786 -1.019
H -0.260 -0.479 1.325
H 0.746 -3.555 -0.562
H 1.751 -2.720 -1.756
H 2.305 -2.866 -0.086
H -0.353 -2.242 1.302
H 1.159 -1.445 1.758
C -1.634 2.212 0.552
C -0.252 2.622 1.060
N -1.678 1.776 -0.832
H -1.154 0.914 -0.952
H -1.257 2.483 -1.426
H -2.027 1.394 1.166
H -2.322 3.059 0.654
H 0.110 3.484 0.503
H 0.465 1.813 0.929
H -0.296 2.888 2.114
```


ORCA calculation (wB97M-V/def2-TZVPD) on a 5-piece molecular cluster, C5H21N2O5 overall in a non-equilibrium geometry.

ΔE to the lowest compared entry with this formula, charge and spin ... 175.1 kJ/mol
DFT total energy ... -688.6640 Eh
2S+1 ... 2
Max |F| ... 4.789 eV Å⁻¹
Orbital gap (alpha / beta) ... 10.263 / 5.213 eV
Net charge ... 0

```
33
C5H21N2O5 (wB97M-V/def2-TZVPD)
C -0.295 -2.309 -0.774
N 0.284 -1.068 -0.215
C 0.157 -1.000 1.265
C 0.411 0.453 1.683
C -0.881 1.182 2.162
N -1.797 1.567 1.081
C 1.239 -1.925 1.868
O 2.531 -1.582 1.394
H -0.286 -2.256 -1.903
H -1.390 -2.522 -0.460
H 0.279 -3.211 -0.502
H 2.426 -1.213 0.457
H -0.862 -1.302 1.658
H 0.869 1.082 0.840
H 1.195 0.507 2.454
H -0.575 2.099 2.659
H -1.385 0.541 2.844
H -1.305 2.010 0.259
H -2.317 0.781 0.682
H 1.292 -1.790 2.965
H 1.080 -3.012 1.552
H 1.387 -0.164 -2.124
H 0.215 0.789 -2.494
O 1.126 0.460 -2.831
H -1.316 1.969 -2.147
H -0.242 -0.223 -0.627
O -0.924 1.335 -1.600
H -2.173 0.413 -1.423
H -2.455 -0.995 -1.371
O -2.884 -0.221 -1.270
H 1.689 2.082 -1.890
H 0.509 2.154 -1.052
O 1.424 2.554 -1.152
```


ORCA calculation (wB97M-V/def2-TZVPD) on a 2-piece molecular cluster, C2H2N2O2 overall in a non-equilibrium geometry.

ΔE to the lowest compared entry with this formula, charge and spin ... 320.8 kJ/mol
DFT total energy ... -337.3022 Eh
Max |F| ... 6.112 eV Å⁻¹
Orbital gap ... 9.117 eV
Net charge ... 0

```
8
C2H2N2O2 (wB97M-V/def2-TZVPD)
C 0.651 1.472 -0.261
C -3.286 -2.689 -0.024
N 0.639 -0.156 1.466
N 0.876 0.439 0.418
O -3.937 -1.872 -0.498
O -2.554 -3.471 0.383
H 0.295 1.823 -1.231
H 1.246 -0.904 1.757
```


ORCA calculation (wB97M-V/def2-TZVPD) on one molecule with the formula C6H8O2 in a non-equilibrium geometry.

ΔE to the lowest compared entry with this formula, charge and spin ... 408.0 kJ/mol
DFT total energy ... -383.7547 Eh
Max |F| ... 2.203 eV Å⁻¹
Orbital gap (alpha / beta) ... 7.337 / 8.399 eV
Net charge ... 0

```
16
C6H8O2 (wB97M-V/def2-TZVPD)
C -1.700 -0.783 0.374
C 0.025 -2.240 -0.072
C 1.218 1.476 0.723
C -1.109 0.525 0.439
C 0.233 0.805 -0.182
C 0.468 0.511 -1.454
O -1.222 -1.917 -0.098
O -1.731 1.453 0.952
H -2.745 -0.860 0.647
H 0.285 -3.198 -0.491
H 0.839 -1.651 0.315
H 1.494 0.815 1.549
H 0.749 2.358 1.160
H 2.117 1.766 0.184
H -0.307 0.136 -2.105
H 1.387 0.804 -1.939
```


ORCA calculation (wB97M-V/def2-TZVPD) on one molecule with the formula C3H8BrNOS in a non-equilibrium geometry.

ΔE to the lowest compared entry with this formula, charge and spin ... 91.0 kJ/mol
DFT total energy ... -3221.2321 Eh
Max |F| ... 5.068 eV Å⁻¹
Orbital gap ... 10.026 eV
Net charge ... 0

```
15
C3H8BrNOS (wB97M-V/def2-TZVPD)
C 0.009 -1.201 -1.154
C 0.052 -0.741 1.283
C 0.556 -0.517 -0.016
N -1.137 1.680 -0.558
O 1.081 2.061 0.780
S 0.642 1.488 -0.477
Br 2.608 -0.861 -0.083
H 0.633 -0.919 -1.938
H -0.215 -2.282 -1.007
H -1.011 -0.799 -1.314
H 0.205 0.267 1.863
H 0.470 -1.582 1.951
H -0.989 -0.889 1.279
H -1.364 2.520 -0.917
H -1.539 1.777 0.309
```


- Which formula does entry 3 have?
  C6H15N3


Please write out number 5 again, unchanged.
ORCA calculation (wB97M-V/def2-TZVPD) on a 2-piece molecular cluster, C2H2N2O2 overall in a non-equilibrium geometry.

ΔE to the lowest compared entry with this formula, charge and spin ... 320.8 kJ/mol
DFT total energy ... -337.3022 Eh
Max |F| ... 6.112 eV Å⁻¹
Orbital gap ... 9.117 eV
Net charge ... 0

```
8
C2H2N2O2 (wB97M-V/def2-TZVPD)
C 0.651 1.472 -0.261
C -3.286 -2.689 -0.024
N 0.639 -0.156 1.466
N 0.876 0.439 0.418
O -3.937 -1.872 -0.498
O -2.554 -3.471 0.383
H 0.295 1.823 -1.231
H 1.246 -0.904 1.757
```


- Among the records above, which one has the lowest DFT total energy?
  C37H64F3N4O19S


- Which formula does entry 7 have?
  C3H8BrNOS